[1]
# C25H45BrIrN3O2PSi3

C25H45BrIrN3O2PSi3 as an isolated structure (the ωB97M-V functional and the def2-TZVPD basis, the Open Molecules 2025 dataset).

Values from the calculation:
- E_HOMO (spin up / spin down): -10.34 / -10.32 eV
- Total charge: +1

Geometry (Å):
Ir 0.1739 -0.3338 0.0176
C -1.5093 0.7483 5.0011
Si -1.2685 0.9692 3.1162
C -2.9920 1.0964 2.3097
C -0.2612 2.5676 2.8928
C -0.3881 -0.5563 2.4065
C -1.1998 -1.6816 1.9818
C -2.1670 -2.3296 2.7616
C -2.7575 -3.4767 2.2780
C -2.4104 -3.9508 1.0134
C -1.4997 -3.2281 0.2699
N -0.9111 -2.1399 0.7513
Si 1.2119 -1.2484 3.2030
C 0.7634 -2.1163 4.8499
C 1.9827 -2.5620 2.0452
C 2.4834 0.1083 3.5968
H -2.1223 1.5580 5.3807
H -0.5598 0.7875 5.5204
H -2.0004 -0.1816 5.2616
H -3.7305 1.4588 3.0170
H -3.3414 0.1365 1.9380
H -2.9592 1.8088 1.4919
H -0.5748 3.2960 3.6328
H -0.4386 3.0036 1.9175
H 0.8047 2.4125 3.0182
H -2.4158 -1.9270 3.7303
H -3.4788 -4.0122 2.8761
H -2.8485 -4.8490 0.6129
H -1.2267 -3.5144 -0.7365
H 0.0449 -2.9178 4.7153
H 0.3529 -1.4192 5.5723
H 1.6567 -2.5478 5.2920
H 1.4224 -3.4921 2.0621
H 2.9981 -2.7878 2.3559
H 2.0229 -2.2234 1.0108
H 2.0841 0.8418 4.2881
H 2.8265 0.6246 2.7084
H 3.3508 -0.3428 4.0671
N -3.4000 0.4934 -1.0983
C -3.0974 1.6833 -1.8748
P -1.8054 2.7022 -1.0092
O -2.3731 3.8002 -0.2196
O -0.7495 1.8468 -0.2777
C -0.6882 3.3473 -2.4209
N 0.6537 3.2691 -1.8116
H -3.5971 0.7472 -0.1351
H -1.7522 -0.5044 -1.3912
H -4.2138 0.0202 -1.4767
H -3.9534 2.3586 -2.0040
H -2.7427 1.3680 -2.8577
H -0.9472 4.3619 -2.7122
H -0.7473 2.6946 -3.2866
H 0.4329 2.5364 -1.0226
H 0.9241 4.1499 -1.3680
H 1.3966 2.9458 -2.4322
C -0.9393 -1.8782 -5.5853
Si 0.1752 -0.5277 -4.8418
C 2.0326 -0.8813 -5.0271
C -0.2439 1.1760 -5.6041
C -0.3409 -0.4558 -3.0525
C -0.7807 -0.5287 -1.8993
H -0.7866 -1.9718 -6.6559
H -1.9879 -1.6458 -5.4194
H -0.7451 -2.8481 -5.1363
H 2.2960 -0.9295 -6.0790
H 2.3044 -1.8302 -4.5766
H 2.6440 -0.1109 -4.5671
H -0.2407 1.0993 -6.6868
H 0.4745 1.9462 -5.3373
H -1.2342 1.5171 -5.3138
Br 6.8758 0.4760 -0.3101
C 4.9754 0.3160 -0.4102
C 4.4070 -0.7336 -1.1125
C 3.0289 -0.8533 -1.1591
C 2.1893 0.0471 -0.4940
C 2.7991 1.1253 0.1605
C 4.1768 1.2614 0.2115
H 5.0358 -1.4565 -1.6075
H 2.6018 -1.6691 -1.7258
H 2.1953 1.8775 0.6539
H 4.6322 2.0791 0.7471

=====

[2]
# C2H3Cl2OP

C2H3Cl2OP as an isolated structure (the ωB97M-V functional and the def2-TZVPD basis, the Open Molecules 2025 dataset).

Values from the calculation:
- E_HOMO: -10.22 eV
- Total charge: 0

Geometry (Å):
C -0.4524 0.8115 3.2355
C -0.3649 0.8103 2.0345
O -1.3963 0.2093 -1.3706
P -0.1429 -0.4436 -1.2058
Cl 1.3862 -0.0201 -3.2960
Cl -0.3736 -2.4273 -1.8890
H -0.7407 0.7832 4.2943
H 2.4922 -0.6664 -2.8046
H -0.4075 0.9430 1.0017

=====

[3]
# C35H32BCl5N10O2RhS

C35H32BCl5N10O2RhS as an isolated structure (the ωB97M-V functional and the def2-TZVPD basis, the Open Molecules 2025 dataset).

Values from the calculation:
- E_HOMO (spin up / spin down): -13.54 / -13.53 eV
- Multiplicity: 2
- Total charge: +2
- <S²>: 0.759

Geometry (Å):
Rh -0.8292 -0.0575 -0.4786
C 2.8008 -1.7793 -2.0795
C 1.9263 -0.7049 -1.9227
N 0.7470 -1.1539 -1.4960
N 0.8275 -2.4819 -1.3762
C 2.0618 -2.8889 -1.7151
B -0.4053 -3.3057 -0.9646
N -0.6775 -3.0071 0.5065
C -0.7908 -3.7617 1.6081
C -1.1462 -2.9457 2.6672
C -1.2415 -1.6739 2.1246
N -0.9502 -1.7186 0.8269
N -1.6258 -2.7522 -1.7470
C -2.6126 -3.4486 -2.3337
C -3.4821 -2.5587 -2.9359
C -2.9506 -1.3051 -2.6573
N -1.8331 -1.4365 -1.9380
N -0.2037 -4.7507 -1.3179
C 0.0043 -5.2193 -2.5875
C -0.0083 -6.5812 -2.5355
C -0.2308 -6.8809 -1.1702
N -0.3439 -5.7838 -0.4475
H 3.8225 -1.7495 -2.4188
H 2.0771 0.3459 -2.1032
H 2.3394 -3.9306 -1.6796
H -0.6222 -4.8243 1.5578
H -1.3309 -3.2386 3.6870
H -1.5302 -0.7490 2.5934
H -2.6321 -4.5270 -2.3062
H -4.3764 -2.7855 -3.4913
H -3.3106 -0.3418 -2.9773
H 0.1342 -4.5472 -3.4234
H 0.1337 -7.2733 -3.3487
H -0.2976 -7.8486 -0.6974
Cl -2.1601 1.8721 -1.8444
C -3.4433 1.1136 -0.9936
C -3.0687 0.0876 -0.1358
C -4.1066 -0.6068 0.4911
Cl -3.8937 -2.0117 1.4495
C -5.4400 -0.2011 0.3016
Cl -6.6983 -1.0169 1.1157
C -5.7620 0.8393 -0.5654
Cl -7.3849 1.2765 -0.8354
C -4.7416 1.5104 -1.2295
Cl -5.0796 2.7888 -2.3129
N 0.4237 0.4815 1.0641
S 0.9970 -0.0759 2.4745
C 2.7718 -0.2525 2.2964
C 3.5032 -0.4322 3.4634
C 4.8804 -0.5371 3.3668
C 5.5001 -0.4773 2.1217
C 4.7435 -0.3375 0.9684
C 3.3603 -0.2294 1.0506
C 0.9515 1.3700 3.5198
C -0.0569 1.4198 4.4747
C -0.1555 2.5428 5.2819
C 0.7384 3.5923 5.1171
C 1.7265 3.5353 4.1394
C 1.8408 2.4200 3.3270
H 0.6672 1.4706 0.8938
H 3.0158 -0.4679 4.4311
H 5.4733 -0.6633 4.2632
H 6.5782 -0.5452 2.0568
H 5.2254 -0.3072 -0.0008
H 2.7507 -0.1136 0.1680
H -0.7483 0.5925 4.5879
H -0.9280 2.5987 6.0376
H 0.6596 4.4646 5.7530
H 2.4081 4.3642 4.0019
H 2.5996 2.3744 2.5572
O 1.1823 3.0294 0.4568
C 1.0062 2.9415 -0.7531
O 0.5440 1.9453 -1.4084
C 1.3932 4.1755 -1.6041
N 1.1026 3.8310 -3.0474
C 0.1585 4.8629 -3.5992
C -0.5895 5.3496 -2.3664
C 0.5066 5.3888 -1.2917
H 2.4492 4.3745 -1.4451
H 0.6629 2.8959 -2.9279
H 1.9367 3.7275 -3.6182
H -0.4690 4.4211 -4.3688
H 0.7498 5.6694 -4.0275
H -1.3872 4.6567 -2.0949
H -1.0337 6.3279 -2.5320
H 0.1154 5.3191 -0.2798
H 1.0816 6.3108 -1.3713

=====

[4]
# C26H50GeN6O2PdS2Se

C26H50GeN6O2PdS2Se as an isolated structure (the ωB97M-V functional and the def2-TZVPD basis, the Open Molecules 2025 dataset).

Values from the calculation:
- E_HOMO: 0.64 eV
- Total charge: -2

Geometry (Å):
Pd 0.1695 2.0171 -0.1720
C 6.1569 1.3244 0.0410
N 5.1706 0.7878 -0.8615
C 5.5546 0.4210 -2.2031
C 4.2479 0.6412 -2.9776
O 4.1384 0.4044 -4.1680
N 3.3027 1.1394 -2.1272
C 3.8904 1.3109 -0.9496
N 3.3938 2.0111 0.0688
H 6.9550 0.5944 0.1856
H 5.7113 1.5282 1.0112
H 6.5996 2.2565 -0.3385
H 5.8861 -0.6157 -2.2869
H 6.3373 1.0819 -2.5939
H 2.3549 2.1298 0.1577
H 3.6937 1.7135 0.9881
C -0.1456 2.0852 -3.6333
N 0.0910 3.3571 -2.9658
C 1.4666 3.7788 -3.1388
C -0.4351 3.3795 -1.6073
S 0.4132 4.3074 -0.3785
N -1.8867 3.5587 -1.7318
C -2.2323 4.7714 -2.4563
C -2.5940 3.5446 -0.4671
H 0.3782 1.2519 -3.1483
H 0.2034 2.1597 -4.6675
H -1.2128 1.8773 -3.6494
H 1.6611 3.8690 -4.2141
H 2.1876 3.0756 -2.7144
H 1.6171 4.7471 -2.6651
H -1.7859 4.7532 -3.4484
H -1.8694 5.6691 -1.9262
H -3.3212 4.8411 -2.5488
H -2.3027 2.6710 0.1129
H -3.6722 3.5138 -0.6679
H -2.3734 4.4318 0.1442
O -1.2474 0.1411 -0.7572
S -2.3120 -0.8008 -1.1966
C -3.5143 -0.9406 0.1775
C -4.5976 0.1024 -0.0401
C -4.8571 0.1055 -1.5445
C -3.4827 0.1893 -2.1987
H -2.9284 -0.7893 1.0836
H -3.9098 -1.9599 0.1605
H -4.2215 1.0737 0.2746
H -5.4969 -0.1176 0.5396
H -5.4952 0.9352 -1.8568
H -5.3588 -0.8254 -1.8309
H -3.0598 1.1984 -2.1483
H -3.4590 -0.1680 -3.2281
C -2.4615 -4.7220 -0.9423
Ge -1.2710 -4.8382 0.6071
C -1.3374 -6.7018 1.2573
C -1.8994 -3.6881 2.0533
C 0.5708 -4.5083 0.0591
Se 0.9521 -2.7680 -0.7724
C 1.0548 -1.7647 0.8977
H -3.5068 -4.8071 -0.6397
H -2.2379 -5.5252 -1.6472
H -2.3118 -3.7692 -1.4501
H -2.3445 -6.9855 1.5677
H -0.6693 -6.8267 2.1111
H -1.0147 -7.3868 0.4710
H -2.9322 -3.9360 2.3064
H -1.8552 -2.6364 1.7780
H -1.2823 -3.8185 2.9428
H 0.8388 -5.2751 -0.6728
H 1.2477 -4.6224 0.9081
H 0.2363 -2.0499 1.5526
H 0.9882 -0.6908 0.6940
H 2.0042 -1.9769 1.3863
C -1.5723 1.1048 2.5216
C -0.4258 0.3969 3.1806
C -0.6197 -0.2718 4.3678
C 0.4069 -0.9342 5.0587
C 1.6841 -0.8790 4.4837
C 1.9428 -0.2272 3.3000
C 3.3319 -0.1882 2.7393
C 0.8965 0.4679 2.5217
N 1.1715 1.0005 1.3761
H -2.5347 0.7530 2.9155
H -1.5364 0.9452 1.4398
H -1.5209 2.1931 2.6573
H -1.6262 -0.2820 4.7921
H 0.2227 -1.4557 5.9913
H 2.5147 -1.3704 4.9951
H 4.0305 -0.7438 3.3754
H 3.6882 0.8494 2.6584
H 3.3681 -0.5941 1.7212

=====

[5]
# C5H7Br

An isolated molecule of C5H7Br (the ωB97M-V functional and the def2-TZVPD basis, the Open Molecules 2025 dataset).

Values from the calculation:
- E_HOMO: -9.53 eV
- Total charge: 0

Geometry (Å):
C -1.9317 -0.1622 -0.6364
C -0.5465 -0.1951 -0.1513
C 0.4716 -1.0536 -0.0200
C 1.4826 -0.1397 0.6410
Br 3.2188 0.1306 -0.3228
C 0.4764 1.0326 0.5065
H -2.5831 0.7349 -0.6413
H -2.4805 -0.8715 0.0262
H -1.8938 -0.4211 -1.7049
H 0.5648 -1.9517 -0.5206
H 1.7665 -0.3022 1.7569
H 0.8714 1.5618 -0.3537
H 0.5834 1.6371 1.4204

=====

[6]
# C21H20BCoN3O2Se2Te2

C21H20BCoN3O2Se2Te2 as an isolated structure (the ωB97M-V functional and the def2-TZVPD basis, the Open Molecules 2025 dataset).

Values from the calculation:
- E_HOMO (spin up / spin down): 0.35 / 0.42 eV
- Multiplicity: 2
- Total charge: -2
- <S²>: 0.768

Geometry (Å):
Co 0.0697 0.0608 0.1003
C -2.9792 -2.8589 0.5692
C -3.3637 -3.0662 -0.7741
C -2.7742 -2.3215 -1.7494
C -1.7833 -1.3610 -1.4303
N -1.4159 -1.1790 -0.1016
C -2.0167 -1.9110 0.8313
C -1.0987 -0.5696 -2.3681
C -1.3338 -0.5829 -3.7671
C -0.6027 0.2142 -4.5983
C 0.3753 1.0608 -4.0480
C 0.5480 1.0464 -2.6812
N -0.1307 0.2710 -1.8499
H -3.4054 -3.4316 1.3791
H -4.1062 -3.8173 -1.0168
H -3.0369 -2.4702 -2.7862
H -1.6926 -1.7460 1.8519
H -2.0902 -1.2453 -4.1662
H -0.7719 0.1938 -5.6706
H 0.9964 1.6978 -4.6612
H 1.2990 1.6922 -2.2405
Se 1.3994 1.7677 0.5631
Te 3.5578 2.0467 -0.6212
Te 3.8548 -1.6256 0.0025
Se 1.4574 -1.8290 -0.3556
N 0.2252 -0.4099 3.0592
C 0.1444 -0.2250 1.9226
C -5.2085 6.6160 2.3787
C -5.6234 5.1414 2.2836
C -6.9874 5.0332 1.5878
C -5.7755 4.5979 3.7063
C -4.5737 4.3864 1.4749
C -4.3334 4.7729 0.1561
C -3.3853 4.1603 -0.6526
C -2.6563 3.1266 -0.1034
O -1.6748 2.3777 -0.6289
B -1.2529 1.4777 0.3865
O -2.0431 1.7265 1.5324
C -2.8844 2.7276 1.2201
C -3.8331 3.3377 2.0147
H -5.9267 7.1776 2.9747
H -5.1515 7.0712 1.3941
H -4.2290 6.6969 2.8440
H -7.7503 5.5565 2.1632
H -7.2810 3.9893 1.4985
H -6.9576 5.4667 0.5917
H -6.5329 5.1726 4.2381
H -4.8403 4.6793 4.2542
H -6.0914 3.5576 3.6932
H -4.8994 5.5865 -0.2781
H -3.2295 4.4884 -1.6696
H -3.9665 2.9823 3.0229

=====

Question: What is the formula in the second record?
Answer: C2H3Cl2OP

=====

Copy entry 4 word for word.
# C26H50GeN6O2PdS2Se

C26H50GeN6O2PdS2Se as an isolated structure (the ωB97M-V functional and the def2-TZVPD basis, the Open Molecules 2025 dataset).

Values from the calculation:
- E_HOMO: 0.64 eV
- Total charge: -2

Geometry (Å):
Pd 0.1695 2.0171 -0.1720
C 6.1569 1.3244 0.0410
N 5.1706 0.7878 -0.8615
C 5.5546 0.4210 -2.2031
C 4.2479 0.6412 -2.9776
O 4.1384 0.4044 -4.1680
N 3.3027 1.1394 -2.1272
C 3.8904 1.3109 -0.9496
N 3.3938 2.0111 0.0688
H 6.9550 0.5944 0.1856
H 5.7113 1.5282 1.0112
H 6.5996 2.2565 -0.3385
H 5.8861 -0.6157 -2.2869
H 6.3373 1.0819 -2.5939
H 2.3549 2.1298 0.1577
H 3.6937 1.7135 0.9881
C -0.1456 2.0852 -3.6333
N 0.0910 3.3571 -2.9658
C 1.4666 3.7788 -3.1388
C -0.4351 3.3795 -1.6073
S 0.4132 4.3074 -0.3785
N -1.8867 3.5587 -1.7318
C -2.2323 4.7714 -2.4563
C -2.5940 3.5446 -0.4671
H 0.3782 1.2519 -3.1483
H 0.2034 2.1597 -4.6675
H -1.2128 1.8773 -3.6494
H 1.6611 3.8690 -4.2141
H 2.1876 3.0756 -2.7144
H 1.6171 4.7471 -2.6651
H -1.7859 4.7532 -3.4484
H -1.8694 5.6691 -1.9262
H -3.3212 4.8411 -2.5488
H -2.3027 2.6710 0.1129
H -3.6722 3.5138 -0.6679
H -2.3734 4.4318 0.1442
O -1.2474 0.1411 -0.7572
S -2.3120 -0.8008 -1.1966
C -3.5143 -0.9406 0.1775
C -4.5976 0.1024 -0.0401
C -4.8571 0.1055 -1.5445
C -3.4827 0.1893 -2.1987
H -2.9284 -0.7893 1.0836
H -3.9098 -1.9599 0.1605
H -4.2215 1.0737 0.2746
H -5.4969 -0.1176 0.5396
H -5.4952 0.9352 -1.8568
H -5.3588 -0.8254 -1.8309
H -3.0598 1.1984 -2.1483
H -3.4590 -0.1680 -3.2281
C -2.4615 -4.7220 -0.9423
Ge -1.2710 -4.8382 0.6071
C -1.3374 -6.7018 1.2573
C -1.8994 -3.6881 2.0533
C 0.5708 -4.5083 0.0591
Se 0.9521 -2.7680 -0.7724
C 1.0548 -1.7647 0.8977
H -3.5068 -4.8071 -0.6397
H -2.2379 -5.5252 -1.6472
H -2.3118 -3.7692 -1.4501
H -2.3445 -6.9855 1.5677
H -0.6693 -6.8267 2.1111
H -1.0147 -7.3868 0.4710
H -2.9322 -3.9360 2.3064
H -1.8552 -2.6364 1.7780
H -1.2823 -3.8185 2.9428
H 0.8388 -5.2751 -0.6728
H 1.2477 -4.6224 0.9081
H 0.2363 -2.0499 1.5526
H 0.9882 -0.6908 0.6940
H 2.0042 -1.9769 1.3863
C -1.5723 1.1048 2.5216
C -0.4258 0.3969 3.1806
C -0.6197 -0.2718 4.3678
C 0.4069 -0.9342 5.0587
C 1.6841 -0.8790 4.4837
C 1.9428 -0.2272 3.3000
C 3.3319 -0.1882 2.7393
C 0.8965 0.4679 2.5217
N 1.1715 1.0005 1.3761
H -2.5347 0.7530 2.9155
H -1.5364 0.9452 1.4398
H -1.5209 2.1931 2.6573
H -1.6262 -0.2820 4.7921
H 0.2227 -1.4557 5.9913
H 2.5147 -1.3704 4.9951
H 4.0305 -0.7438 3.3754
H 3.6882 0.8494 2.6584
H 3.3681 -0.5941 1.7212

=====

Please write out number 5 again, unchanged.
# C5H7Br

An isolated molecule of C5H7Br (the ωB97M-V functional and the def2-TZVPD basis, the Open Molecules 2025 dataset).

Values from the calculation:
- E_HOMO: -9.53 eV
- Total charge: 0

Geometry (Å):
C -1.9317 -0.1622 -0.6364
C -0.5465 -0.1951 -0.1513
C 0.4716 -1.0536 -0.0200
C 1.4826 -0.1397 0.6410
Br 3.2188 0.1306 -0.3228
C 0.4764 1.0326 0.5065
H -2.5831 0.7349 -0.6413
H -2.4805 -0.8715 0.0262
H -1.8938 -0.4211 -1.7049
H 0.5648 -1.9517 -0.5206
H 1.7665 -0.3022 1.7569
H 0.8714 1.5618 -0.3537
H 0.5834 1.6371 1.4204